{"formula": "CH2NO2", "method": "ωB97M-V/def2-TZVPD", "species": ["C", "N", "O", "O", "H", "H"], "xyz": [[1.004, -0.231, 0.160], [-1.028, 0.687, -0.081], [-1.812, -0.279, 0.285], [2.161, 0.175, -0.004], [-1.068, 0.739, -1.198], [0.743, -1.091, 0.837]], "forces_ev_per_a": [[1.1, 2.1, -1.5], [0.1, -1.4, -1.2], [0.6, 0.9, -0.2], [-2.3, -1.1, 0.7], [0.5, -0.2, 1.8], [0.1, -0.3, 0.3]], "charge": -1, "largest_force_ev_per_a": 2.81, "relative_energy_ev": 5.8254}


{"formula": "C4H4O", "method": "ωB97M-V/def2-TZVPD", "species": ["C", "C", "O", "H", "H", "C", "C", "H", "H"], "xyz": [[1.519, -1.022, -0.082], [1.227, 0.207, 0.215], [0.924, 1.280, 0.438], [1.483, -1.931, 0.506], [1.937, -0.919, -1.051], [-1.943, 0.008, 0.078], [-1.608, 1.169, -0.092], [-2.160, -0.763, 0.709], [-1.380, 1.971, -0.721]], "forces_ev_per_a": [[0.2, 0.0, 0.0], [-0.2, -1.8, 0.9], [0.1, 2.3, 0.3], [-0.1, 0.5, -0.1], [0.5, -0.9, -1.0], [0.8, 3.3, 0.2], [-1.1, -2.4, -1.0], [-0.6, -2.1, 0.8], [0.3, 1.1, 0.0]], "smiles": "C=C=O.C#C", "largest_force_ev_per_a": 3.40, "relative_energy_ev": 3.2194}


{"formula": "C3H2O2S2", "method": "ωB97M-V/def2-TZVPD", "species": ["O", "C", "O", "C", "C", "S", "S", "H", "H"], "xyz": [[-1.107, 1.374, -2.155], [-0.624, 0.745, -1.262], [-1.196, 0.504, -0.064], [-0.271, -0.035, 0.909], [0.859, -0.789, 0.203], [2.065, -1.625, 0.849], [0.850, -0.254, -1.456], [-0.811, -0.721, 1.559], [0.236, 0.802, 1.416]], "forces_ev_per_a": [[0.3, -0.1, 0.9], [-0.6, -0.6, -0.8], [0.5, 0.2, 0.5], [0.3, -0.3, -0.6], [0.0, 1.1, -0.6], [-0.2, -0.4, 0.4], [0.2, 0.0, 0.0], [0.0, 0.4, 0.2], [-0.5, -0.3, 0.2]], "smiles": "O=C1OCC(=S)S1", "largest_force_ev_per_a": 1.28, "relative_energy_ev": 0.1911}